{
  "formula": "C5H8",
  "method": "ωB97M-V/def2-TZVPD",
  "max_force_ev_per_a": 4.0,
  "total_charge": 0,
  "relative_energy_kcal_mol": 61.9,
  "elements": ["C", "C", "C", "C", "C", "H", "H", "H", "H", "H", "H", "H", "H"],
  "xyz": [[-0.238290, -0.774357, 0.859894], [-1.275257, -0.213684, -0.133418], [-0.540534, 0.975768, -0.731831], [0.769361, 0.941147, -0.455523], [1.166532, -0.247597, 0.283209], [-0.276499, -1.852115, 1.012044], [-0.469071, -0.335171, 1.860843], [-1.499775, -0.977893, -0.895173], [-2.244856, 0.064305, 0.306556], [-1.037093, 1.717003, -1.348028], [1.644950, 1.317040, -0.984516], [2.094543, -0.391561, -0.814239], [1.986942, -0.315870, 0.980198]],
  "forces_ev_per_angstrom": [[0.50, -0.35, -0.53], [0.19, 0.00, -0.01], [0.18, 0.22, 0.06], [-0.02, 0.29, -0.22], [1.22, -0.53, -1.35], [-0.09, -0.04, -0.22], [0.90, 0.00, -0.67], [0.08, 0.34, -0.08], [0.38, -0.13, 0.13], [0.14, -0.17, -0.12], [-0.76, 1.54, 0.04], [-2.62, -2.00, 2.35], [-0.09, 0.83, 0.61]]
}

***

{
  "formula": "C4H8N2O2",
  "method": "ωB97M-V/def2-TZVPD",
  "max_force_ev_per_a": 9.7,
  "total_charge": 0,
  "relative_energy_kcal_mol": 213.6,
  "elements": ["C", "C", "C", "C", "H", "H", "H", "H", "H", "H", "H", "H", "N", "N", "O", "O"],
  "xyz": [[-1.004936, -0.121548, 2.366902], [-0.741170, 0.090652, 0.803336], [-1.434148, -0.442897, -0.301555], [0.452350, 0.007573, -1.133038], [-1.589188, -1.111998, 2.659423], [-1.750306, 0.758051, 2.807501], [0.181502, -0.010529, 2.824145], [-0.745245, 1.159591, 0.517034], [-2.674493, -0.273923, -0.374082], [-1.295818, -1.666210, -0.269375], [2.084699, 0.741765, -1.076276], [1.573281, -0.531573, 1.882543], [1.435971, 0.542551, -1.884867], [0.574983, -0.370649, 0.191540], [-0.847896, 0.092278, -1.565257], [1.661186, 0.223826, 0.623821]],
  "forces_ev_per_angstrom": [[0.16, 0.48, 0.18], [1.92, 2.46, 1.31], [-7.80, -4.77, -3.31], [2.63, 3.35, -5.07], [1.85, 1.82, -0.74], [2.44, -2.09, -1.27], [-3.66, -0.40, -0.65], [0.05, 0.25, 1.17], [3.56, -0.21, 0.29], [-0.45, 2.90, -0.43], [0.42, -0.42, -1.69], [1.23, 3.13, -4.35], [-2.67, -1.44, 4.00], [-2.96, -0.94, -0.73], [0.65, -2.09, 3.47], [2.62, -2.00, 7.83]]
}

***

{
  "formula": "C17H40Br3F9N7O13P2S3Zr",
  "method": "ωB97M-V/def2-TZVPD",
  "max_force_ev_per_a": 8.5,
  "total_charge": 1,
  "elements": ["Zr", "C", "F", "F", "F", "S", "O", "O", "O", "C", "F", "F", "F", "S", "O", "O", "O", "C", "F", "F", "F", "S", "O", "O", "O", "C", "N", "O", "O", "H", "H", "H", "O", "P", "N", "C", "C", "N", "C", "C", "N", "C", "C", "H", "H", "H", "H", "H", "H", "H", "H", "H", "H", "H", "H", "H", "H", "H", "H", "H", "H", "O", "P", "N", "C", "C", "N", "C", "C", "N", "C", "C", "H", "H", "H", "H", "H", "H", "H", "H", "H", "H", "H", "H", "H", "H", "H", "H", "H", "H", "C", "Br", "Br", "Br", "H"],
  "xyz": [[-0.427397, -2.299588, -0.404318], [3.101439, -2.504279, 2.446079], [3.628757, -1.513458, 1.676941], [3.881285, -3.616087, 2.355694], [3.116404, -2.014736, 3.719766], [1.255311, -2.897138, 2.081906], [1.088294, -3.546377, 0.798460], [0.718028, -3.511698, 3.294607], [0.575213, -1.783348, 1.525233], [-3.539195, -0.933125, -3.327275], [-4.739162, -1.554836, -3.460717], [-3.250125, -0.128907, -4.343050], [-3.544772, -0.109495, -2.229497], [-2.190015, -2.188985, -2.831092], [-2.474565, -2.636936, -1.435850], [-2.072427, -3.290878, -3.732469], [-0.897624, -1.520757, -2.431597], [-0.286344, 2.260126, -1.860446], [1.039063, 2.518243, -2.050555], [-0.966010, 3.403183, -1.868623], [-0.584054, 1.517383, -2.920790], [-0.504449, 1.244892, -0.169281], [0.317640, 1.880207, 0.852125], [-1.913220, 1.355620, 0.050842], [-0.160151, -0.201495, -0.362219], [1.847559, 5.924607, -1.365969], [2.022755, 7.006657, -2.364833], [1.154160, 7.202329, -3.157914], [3.147330, 7.529613, -2.542972], [2.459235, 6.184741, -0.502082], [2.071321, 4.945843, -1.790304], [0.771554, 5.970295, -1.197955], [1.681542, -1.901164, -1.356865], [2.937829, -1.306189, -1.857556], [3.317134, 0.354438, -1.326674], [4.311050, 1.203935, -2.025955], [3.047668, 0.798837, 0.097025], [3.003176, -1.205278, -3.574704], [2.390103, -0.115577, -4.337646], [3.456852, -2.366509, -4.381236], [4.303361, -2.206045, -1.283950], [4.220244, -3.576489, -0.679091], [5.731986, -1.862447, -1.476002], [4.560625, 0.926935, -3.050200], [5.273313, 1.243175, -1.515443], [3.965810, 2.236226, -1.968703], [3.896623, 0.743544, 0.778446], [2.375879, 0.006869, 0.428079], [2.627111, 1.804373, 0.108187], [1.357998, -0.351768, -4.596656], [2.207105, 0.838288, -3.842931], [2.916043, 0.058546, -5.276347], [3.642912, -1.951741, -5.371925], [4.309422, -2.899884, -3.960866], [2.621472, -3.066387, -4.401909], [4.885257, -3.648375, 0.181549], [3.213372, -3.735232, -0.292943], [4.429250, -4.367664, -1.399123], [6.322198, -2.645058, -1.952728], [6.215941, -1.601390, -0.534859], [5.881988, -0.906306, -1.977393], [-2.149272, -1.534851, 0.891928], [-3.133020, -0.966500, 1.921754], [-4.296531, 0.269374, 1.388661], [-4.665720, 1.464668, 2.086467], [-5.242751, -0.075791, 0.235486], [-2.257450, -0.195486, 3.311069], [-1.613208, 1.105240, 3.339199], [-1.728869, -1.168204, 4.319703], [-4.261965, -2.081809, 2.607411], [-5.061602, -1.754171, 3.741314], [-4.652094, -3.218095, 1.888913], [-4.018185, 2.252959, 1.702545], [-4.629061, 1.344537, 3.169214], [-5.736314, 1.655876, 2.013165], [-5.047912, -1.095130, -0.097793], [-4.937259, 0.685738, -0.482045], [-6.284712, 0.053398, 0.528301], [-2.320354, 1.881733, 3.047516], [-1.496946, 1.444504, 4.368514], [-0.655998, 0.961234, 2.838088], [-1.643750, -0.755307, 5.324865], [-2.255819, -2.113119, 4.452243], [-0.762692, -1.510433, 3.948918], [-6.043871, -1.442353, 3.386302], [-5.127470, -2.584352, 4.444569], [-4.694867, -0.898320, 4.308001], [-4.887197, -3.925945, 2.683748], [-3.862752, -3.540721, 1.209987], [-5.491153, -2.755031, 1.369632], [-0.965964, 4.951031, 2.833203], [-2.767015, 4.860082, 3.676603], [0.423800, 5.339592, 4.175829], [-0.835176, 6.161850, 1.333932], [-0.645952, 3.990521, 2.429331]],
  "forces_ev_per_angstrom": [[0.36, 4.83, 0.72], [1.30, 0.93, 1.02], [-1.00, -1.77, 0.50], [-1.48, 1.53, 0.20], [-0.16, -1.06, -1.56], [-0.68, -2.39, 3.21], [0.98, -6.75, -3.67], [1.73, 1.16, -2.47], [-2.51, 7.89, 1.88], [-0.68, 1.73, 1.57], [2.15, 0.83, 0.02], [-0.14, -1.58, 0.17], [-0.32, -1.21, -1.02], [2.04, -2.19, 1.25], [-1.29, -1.09, 1.04], [-0.58, 1.32, -0.50], [0.60, 0.69, -1.99], [1.82, -0.77, -0.03], [-0.54, 0.41, 0.80], [0.34, -1.07, 0.39], [-1.05, -0.16, 0.25], [-0.92, 1.79, 1.58], [-0.20, -0.64, -1.83], [-0.42, 0.13, -0.45], [0.80, -0.44, -0.75], [-0.73, 0.75, 0.47], [3.79, 0.29, -2.19], [-2.04, 0.03, -0.16], [-1.33, -0.94, 1.63], [-0.19, -0.28, -0.08], [0.33, 0.36, -0.22], [0.19, -0.25, 0.52], [-2.52, -1.15, 1.46], [5.25, 2.99, -1.45], [-0.42, -1.52, -0.55], [-0.08, -0.06, 0.49], [-0.09, -1.59, -1.49], [0.96, 0.43, 2.43], [-1.22, -0.13, -0.14], [-1.13, 0.54, 0.63], [-0.85, -0.88, -0.23], [-0.99, 0.95, -0.31], [-0.45, 1.41, 0.15], [-0.57, -0.13, 0.03], [0.11, -0.35, 0.39], [-0.27, 0.06, -0.37], [0.46, 0.10, -0.41], [-0.50, 0.76, 0.48], [-0.15, -0.30, -0.03], [-0.17, -0.51, -0.35], [0.88, -0.14, 0.58], [0.25, -0.01, 0.18], [0.25, -0.48, 0.01], [0.14, 0.41, 0.00], [0.07, -0.29, -0.52], [0.21, 0.10, -0.28], [0.00, -0.06, -0.16], [0.21, 0.03, -0.06], [-0.31, -0.07, -0.17], [-0.18, -0.58, 0.53], [-0.37, -0.28, -0.68], [-0.22, -1.15, -0.05], [-1.97, 3.73, 3.47], [0.78, -3.47, -0.43], [0.42, 0.08, 0.64], [2.04, 0.83, 1.33], [-3.04, -2.96, -0.82], [-0.43, -0.34, 0.15], [0.53, -0.14, -1.02], [5.47, 2.23, 0.13], [-0.41, 1.12, 0.26], [-0.57, 0.10, -0.22], [-0.50, 0.67, 0.43], [0.84, 0.09, 0.17], [0.02, 0.20, -0.87], [-0.05, 0.15, -0.27], [-0.62, -0.43, -0.62], [0.08, -0.10, 0.13], [0.50, -0.05, -1.17], [0.47, -0.63, 0.35], [0.01, 1.15, -0.06], [0.03, 0.46, -0.26], [-0.74, 0.28, -0.44], [0.44, 0.19, 0.47], [-0.48, -0.25, 0.20], [-0.12, -0.19, -0.16], [0.36, -0.04, -0.19], [-0.41, -0.77, -0.82], [-0.26, -0.26, 0.00], [-0.83, -1.75, -0.75], [0.39, -0.09, 0.49], [1.20, 0.05, -0.72], [-0.65, -0.03, -0.42], [-0.34, -0.06, 0.39], [-0.63, 0.00, 0.21]]
}

***

{
  "formula": "C2H3Cl2N2",
  "method": "ωB97M-V/def2-TZVPD",
  "max_force_ev_per_a": 3.8,
  "total_charge": 1,
  "smiles": "[NH3+]C#CN(Cl)Cl",
  "relative_energy_kcal_mol": 58.9,
  "elements": ["N", "C", "C", "N", "Cl", "Cl", "H", "H", "H"],
  "xyz": [[-0.119833, 0.287139, -0.022942], [-1.452856, -0.058599, 0.252818], [-2.606474, -0.255685, 0.462303], [-4.060217, -0.152801, 0.592756], [-4.893361, -1.424409, -0.252750], [-4.485690, 1.467933, -0.025453], [-0.004981, 0.989799, -0.706178], [0.531964, -0.411317, -0.469404], [0.427450, 0.602792, 0.827722]],
  "forces_ev_per_angstrom": [[2.19, -1.26, 1.44], [0.74, -0.23, -0.17], [-3.68, 0.67, -0.47], [2.77, 0.21, -0.19], [0.43, 0.39, 0.16], [0.17, -1.00, 0.26], [-0.59, 1.91, -1.04], [-1.18, -0.44, 0.71], [-0.85, -0.24, -0.69]]
}

***

{
  "formula": "C2ClFO5S",
  "method": "ωB97M-V/def2-TZVPD",
  "max_force_ev_per_a": 3.7,
  "total_charge": -2,
  "smiles": "O=C([O-])[C@@](F)(Cl)S(=O)(=O)[O-]",
  "relative_energy_kcal_mol": 0.0,
  "elements": ["O", "C", "O", "C", "F", "Cl", "S", "O", "O", "O"],
  "xyz": [[1.826347, 0.391422, 1.475812], [1.439029, 0.398890, 0.268244], [1.710842, 1.162550, -0.619263], [0.363482, -0.601659, -0.059366], [0.479216, -1.256196, -1.502384], [0.136335, -1.988649, 0.934828], [-1.214041, 0.340526, -0.123726], [-2.154646, -0.645996, -0.596096], [-1.384842, 0.724123, 1.300014], [-1.201719, 1.474985, -1.078064]],
  "forces_ev_per_angstrom": [[-0.13, -0.36, -0.82], [1.25, -0.59, 3.16], [0.90, 1.41, -2.18], [-1.06, -1.07, -3.37], [0.20, 1.59, 2.76], [0.23, -0.52, 0.51], [-1.84, 1.98, 0.06], [-0.78, -1.14, 0.07], [0.34, -0.27, -1.52], [0.88, -1.01, 1.33]]
}

***

{
  "formula": "C5H8O2",
  "method": "ωB97M-V/def2-TZVPD",
  "max_force_ev_per_a": 0.5,
  "total_charge": 0,
  "smiles": "C1CO[C@@H]2C[C@@H]2O1",
  "relative_energy_kcal_mol": 51.3,
  "elements": ["C", "C", "O", "C", "C", "C", "O", "H", "H", "H", "H", "H", "H", "H", "H"],
  "xyz": [[1.562220, -0.360769, -0.078429], [1.033266, 0.989083, -0.531879], [-0.240340, 0.883486, -1.148344], [-1.150135, -0.037582, -0.582952], [-1.581389, 0.125083, 0.850580], [-0.675435, -1.027259, 0.448943], [0.684061, -1.015942, 0.824880], [1.775132, -0.982403, -0.964214], [2.504755, -0.188202, 0.456609], [1.015828, 1.701015, 0.311461], [1.733400, 1.380859, -1.282151], [-1.868351, -0.326082, -1.351298], [-1.096934, 0.941006, 1.377229], [-2.615736, -0.041300, 1.158456], [-1.080343, -2.040999, 0.511111]],
  "forces_ev_per_angstrom": [[0.01, 0.23, -0.17], [0.19, -0.14, 0.19], [-0.07, -0.18, -0.07], [0.09, 0.06, -0.08], [0.11, 0.13, 0.07], [0.12, 0.00, -0.07], [-0.17, 0.21, 0.17], [-0.19, 0.00, 0.22], [-0.21, -0.21, -0.06], [-0.14, -0.20, -0.14], [-0.32, 0.03, 0.09], [0.17, -0.03, 0.34], [0.02, -0.10, 0.01], [0.35, -0.14, -0.23], [0.04, 0.36, -0.28]]
}

***

The evaluated HOMO-LUMO gap for the records listed, in turn: 9.411, 7.727, 6.000, 9.332, 7.297, 10.241 eV.
The evaluated E for the records listed, in turn: -195.19345, -416.91560, -12578.05980, -1107.43122, -1410.67471, -345.72314 hartree.
The evaluated LUMO level for the records listed, in turn: 1.095, -1.193, -4.825, -4.540, 6.040, 1.069 eV.